{"formula": "C43H36FLuOP2", "method": "ωB97M-V with the def2-TZVPD basis set", "charge": 2, "orbital_gap_ev": 5.25, "e_tot_ha": -3752.8152, "e_homo_ev": -13.82, "species": ["Lu", "P", "C", "O", "P", "C", "C", "C", "C", "C", "C", "C", "C", "C", "C", "C", "H", "H", "H", "H", "H", "C", "C", "C", "C", "C", "H", "H", "H", "H", "H", "C", "C", "C", "C", "C", "H", "H", "H", "H", "H", "C", "C", "C", "C", "C", "H", "H", "H", "H", "H", "C", "C", "C", "C", "C", "H", "H", "H", "H", "H", "C", "C", "C", "C", "C", "H", "H", "H", "H", "H", "H", "H", "F", "C", "C", "C", "C", "C", "C", "H", "H", "H", "H"], "coordinates": [[0.5951, -0.0441, -0.0682], [-0.2515, -2.7115, -0.2367], [-0.3581, 0.1732, 2.3130], [-0.8828, 0.1799, 3.3511], [0.1385, 2.7170, -0.3257], [-0.0978, -3.5098, 1.3808], [1.1278, -3.4090, -1.2217], [-1.8304, -3.1671, -0.9914], [-1.5008, 3.4824, -0.5006], [1.0239, 3.4211, 1.1258], [1.2418, 3.1695, -1.7194], [-1.1568, -4.2170, 1.9828], [-0.9951, -4.8012, 3.2455], [0.1876, -4.6631, 3.9754], [1.2164, -3.8998, 3.3965], [1.0980, -3.3532, 2.1129], [-2.1267, -4.2737, 1.4824], [-1.8348, -5.3251, 3.7089], [0.2886, -5.1179, 4.9756], [2.1028, -3.7166, 4.0042], [1.9423, -2.7697, 1.7165], [-3.0195, -2.5971, -0.4943], [-4.2544, -2.9152, -1.0693], [-4.3785, -3.8172, -2.1295], [-3.1788, -4.3242, -2.6411], [-1.9212, -3.9836, -2.1299], [-2.9892, -1.8435, 0.2957], [-5.1645, -2.4427, -0.7164], [-5.3541, -4.0915, -2.5668], [-3.2390, -4.9559, -3.5150], [-1.0165, -4.3145, -2.6419], [1.6835, -4.6745, -0.9801], [2.7007, -5.1969, -1.8019], [3.2376, -4.4690, -2.8802], [2.7172, -3.1827, -3.0819], [1.6789, -2.6560, -2.2974], [1.3305, -5.2604, -0.1266], [3.1014, -6.1851, -1.6051], [4.0249, -4.9030, -3.5231], [3.1817, -2.5831, -3.8781], [1.3264, -1.6373, -2.5402], [2.4172, 3.6053, 1.1916], [3.0102, 4.1275, 2.3501], [2.2510, 4.4830, 3.4861], [0.8801, 4.2104, 3.4421], [0.2855, 3.6564, 2.3105], [3.0566, 3.2629, 0.3693], [4.0941, 4.1923, 2.4465], [2.7225, 4.8837, 4.3958], [0.2848, 4.3623, 4.3536], [-0.7643, 3.3521, 2.3726], [-2.6698, 2.8385, -0.0339], [-3.9340, 3.4123, -0.2170], [-4.1071, 4.6740, -0.7861], [-2.9292, 5.3065, -1.2088], [-1.6550, 4.7250, -1.1116], [-2.6014, 1.8540, 0.4323], [-4.8484, 2.8866, 0.0571], [-5.1031, 5.1421, -0.9138], [-3.0587, 6.2726, -1.6655], [-0.7567, 5.1993, -1.5137], [1.7891, 4.4484, -1.8609], [2.5509, 4.8050, -2.9928], [2.9059, 3.8470, -3.9611], [2.4317, 2.5406, -3.7616], [1.5666, 2.1967, -2.7066], [1.6323, 5.1756, -1.0582], [2.8993, 5.8232, -3.1132], [3.5239, 4.1473, -4.8267], [2.7853, 1.7992, -4.4930], [1.1415, 1.1740, -2.6517], [-1.2252, -0.1333, -0.2808], [-0.7840, -0.2067, -1.2306], [6.4596, 0.4836, 2.1170], [5.1820, 0.3210, 1.6804], [4.8980, 0.5276, 0.3565], [3.5958, 0.3531, -0.0898], [2.6805, 0.0093, 0.8565], [2.9148, -0.2428, 2.1910], [4.2430, -0.0673, 2.5985], [5.6912, 0.8211, -0.3447], [3.3477, 0.4726, -1.1820], [2.1293, -0.5497, 2.8932], [4.5102, -0.2350, 3.6273]], "atomic_forces_ev_per_a": [[7.0, 0.5, 1.5], [0.8, -0.4, 0.0], [-2.7, -0.1, 4.6], [2.6, 0.0, -4.8], [0.7, 0.0, 0.1], [-0.2, -0.4, 0.9], [0.5, 0.1, -1.0], [-0.6, 0.1, -0.4], [-0.8, 0.0, 0.2], [-0.3, 0.1, 1.1], [0.0, -0.6, -0.9], [0.2, 0.2, -0.1], [-0.2, 0.0, 0.3], [0.0, 0.3, -0.6], [-0.1, -0.2, 0.3], [0.0, 0.2, 0.3], [0.4, -0.2, 0.1], [0.2, 0.1, -0.3], [0.0, 0.4, -0.7], [0.0, -0.1, -0.4], [-0.4, -0.3, 0.0], [-0.1, -0.1, -0.4], [-0.4, 0.1, 0.1], [1.0, 0.1, 0.3], [-0.2, 0.1, -0.4], [-0.2, 0.1, 0.2], [0.0, -0.3, 0.0], [0.2, 0.1, 0.2], [0.7, 0.3, 0.3], [0.2, -0.1, 0.0], [-0.3, -0.2, 0.3], [0.1, -0.1, -0.1], [0.1, 0.3, -0.2], [-0.9, 0.0, 0.8], [0.4, 0.3, -0.4], [0.2, -0.5, 0.4], [0.1, 0.1, -0.4], [-0.2, 0.1, 0.1], [-0.6, 0.5, 0.5], [-0.5, -0.1, 0.4], [0.0, -0.4, 0.1], [0.1, -0.1, 0.1], [-0.1, -0.1, 0.6], [-0.1, -0.5, -0.9], [0.1, -0.1, 0.6], [0.0, -0.1, -0.3], [-0.2, 0.4, 0.3], [-0.2, 0.1, -0.4], [-0.2, -0.2, -0.6], [0.2, 0.0, -0.6], [0.2, 0.4, -0.2], [0.1, 0.1, -0.4], [-0.5, -0.1, 0.2], [1.2, -0.2, 0.0], [-0.2, 0.2, -0.2], [-0.2, 0.1, 0.0], [-0.1, 0.1, -0.1], [0.4, -0.2, 0.2], [0.9, -0.4, 0.1], [0.3, 0.2, -0.2], [-0.5, 0.2, 0.1], [0.2, 0.3, -0.3], [0.0, -0.6, 0.1], [-0.7, 0.3, 1.0], [0.3, -0.4, -0.6], [0.3, 0.9, 0.2], [0.0, -0.1, -0.4], [0.0, 0.0, 0.2], [-0.4, -0.5, 0.6], [-0.5, 0.1, 0.5], [0.2, 0.4, -0.1], [-1.6, -0.3, -5.0], [-5.1, 0.3, 2.8], [-0.8, 0.0, -0.4], [1.2, 0.1, 0.4], [0.9, 0.5, -1.6], [1.1, 0.3, -0.6], [-4.4, -1.0, 0.1], [2.1, 0.5, 0.2], [-1.3, -0.5, 1.1], [-0.2, -0.2, 0.5], [0.3, 0.0, 1.1], [0.5, 0.1, -0.2], [0.4, 0.0, 0.2]]}

{"formula": "C43H36N9O6RbS5", "method": "ωB97M-V with the def2-TZVPD basis set", "charge": -2, "orbital_gap_ev": 4.15, "e_tot_ha": -4619.6371, "e_homo_ev": -1.61, "de_lowest_kcal_mol": 20.3, "species": ["Rb", "C", "C", "C", "C", "C", "C", "N", "N", "C", "C", "C", "C", "C", "N", "H", "H", "H", "H", "H", "H", "H", "H", "H", "C", "O", "C", "C", "C", "C", "C", "C", "C", "N", "C", "C", "N", "C", "C", "C", "C", "N", "C", "C", "N", "C", "C", "C", "C", "H", "H", "H", "H", "H", "H", "H", "H", "H", "H", "H", "H", "H", "H", "O", "C", "O", "C", "C", "N", "N", "C", "C", "O", "O", "H", "H", "H", "C", "S", "C", "C", "S", "S", "C", "S", "S", "H", "H", "H", "C", "C", "C", "O", "H", "H", "H", "H", "H", "H", "H"], "coordinates": [[2.4512, -1.0367, 1.1748], [0.5338, 5.3215, -2.9741], [0.2221, 4.9019, -1.6851], [1.0323, 4.0162, -0.9997], [2.1963, 3.5102, -1.6027], [2.5162, 3.9461, -2.8991], [1.6951, 4.8384, -3.5654], [2.9842, 2.6093, -0.9287], [3.0759, 2.7590, 0.4341], [3.9962, 2.1881, 1.1787], [4.1514, 2.7329, 2.5089], [5.1873, 2.3146, 3.2984], [6.0505, 1.3004, 2.8479], [5.7927, 0.7737, 1.5922], [4.8262, 1.1714, 0.7741], [-0.1120, 6.0112, -3.5040], [-0.6766, 5.2764, -1.2066], [0.7863, 3.6989, 0.0031], [3.4208, 3.5863, -3.3661], [1.9748, 5.1720, -4.5585], [3.4926, 3.5418, 2.8038], [5.3564, 2.7756, 4.2680], [6.8817, 0.9555, 3.4471], [6.4346, -0.0112, 1.1944], [-12.2089, 0.6005, -1.0805], [-11.3202, -0.2069, -1.8173], [-9.9981, -0.1305, -1.5019], [-9.4714, 0.7182, -0.5409], [-8.1051, 0.7222, -0.2967], [-7.2427, -0.1139, -0.9996], [-7.7945, -0.9655, -1.9667], [-9.1467, -0.9749, -2.2146], [-5.8052, -0.1364, -0.7755], [-4.9656, -0.9393, -1.3900], [-3.7281, -0.6330, -0.9006], [-3.8118, 0.3845, 0.0325], [-5.1478, 0.6906, 0.0997], [-2.6794, 0.9356, 0.6915], [-2.7165, 1.9856, 1.6217], [-1.5454, 2.4390, 2.1734], [-0.3453, 1.8295, 1.7863], [-0.2891, 0.8397, 0.9237], [-1.4175, 0.3796, 0.3690], [-1.3134, -0.7111, -0.5965], [-0.0915, -1.2006, -0.8558], [0.0317, -2.1678, -1.7419], [-1.0523, -2.7228, -2.4324], [-2.3131, -2.2431, -2.1744], [-2.4635, -1.2133, -1.2380], [-13.2050, 0.3618, -1.4451], [-12.0163, 1.6663, -1.2382], [-12.1584, 0.3855, -0.0088], [-10.1087, 1.3845, 0.0242], [-7.7237, 1.3944, 0.4622], [-7.1225, -1.6142, -2.5111], [-9.5782, -1.6281, -2.9618], [-5.5733, 1.3805, 0.6901], [-3.6655, 2.4338, 1.8948], [-1.5407, 3.2457, 2.8935], [0.6058, 2.1709, 2.1841], [1.0408, -2.5245, -1.9342], [-0.8860, -3.5110, -3.1537], [-3.1951, -2.6262, -2.6708], [1.1162, -2.6386, 7.2164], [1.5053, -1.3944, 7.3070], [1.4722, -0.7575, 8.3480], [2.0031, -0.7692, 6.0566], [2.5017, 0.5122, 5.9726], [2.8146, 0.7225, 4.6847], [2.5605, -0.3366, 3.9180], [2.0626, -1.2586, 4.7248], [1.6823, -2.6081, 4.1575], [1.2700, -3.4703, 4.9882], [1.8187, -2.7671, 2.9360], [1.2012, -2.9967, 6.2176], [2.6560, 1.2481, 6.7432], [3.2548, 1.5225, 4.2445], [3.7017, -5.0456, 0.1570], [5.4384, -4.8754, -0.3458], [5.3030, -5.2129, -2.0577], [4.6107, -4.4539, -2.9564], [3.6322, -3.1067, -2.6903], [4.7872, -5.0659, -4.6311], [5.8383, -6.4037, -4.3326], [6.4248, -7.3898, -5.5245], [6.1850, -6.6087, -2.6603], [3.6804, -5.1316, 1.2420], [3.2867, -5.9349, -0.3110], [3.1768, -4.1599, -0.1819], [4.9773, 0.5097, -3.0988], [3.9017, 0.7601, -2.0585], [2.5148, 0.4358, -2.5929], [4.0529, 2.1340, -1.6852], [5.0665, -0.5622, -3.2728], [5.9328, 0.8959, -2.7404], [4.7243, 1.0078, -4.0388], [4.1056, 0.1338, -1.1820], [2.2476, 1.1046, -3.4146], [1.7594, 0.5137, -1.8097], [2.5308, -0.5916, -2.9638]], "atomic_forces_ev_per_a": [[0.2, 0.6, -1.1], [0.0, 0.1, -0.1], [0.0, 0.0, 0.0], [0.0, 0.1, 0.1], [0.1, 0.1, 0.1], [0.0, -0.1, -0.1], [-0.1, 0.0, 0.1], [-0.3, -1.0, -0.4], [0.0, 0.6, 0.6], [-0.1, 0.1, -0.5], [0.1, 0.0, 0.3], [-0.1, 0.1, -0.2], [0.2, -0.1, 0.0], [0.1, 0.3, 0.1], [-0.1, -0.2, 0.1], [0.0, 0.0, 0.0], [0.0, 0.0, 0.0], [0.0, 0.0, 0.0], [0.0, 0.0, 0.0], [0.0, 0.0, 0.0], [0.0, 0.0, 0.0], [0.0, 0.0, 0.0], [0.0, -0.1, 0.0], [0.0, -0.1, 0.1], [-0.1, 0.1, 0.0], [0.0, 0.0, 0.0], [0.1, 0.0, 0.0], [-0.2, 0.1, 0.1], [0.3, -0.2, -0.1], [-0.5, 0.1, 0.0], [0.2, 0.1, 0.1], [-0.1, 0.0, 0.0], [0.6, -0.1, 0.0], [-0.4, -0.1, -0.1], [0.1, 0.4, 0.4], [-0.1, -0.5, -0.5], [-0.2, 0.0, 0.0], [0.4, 0.1, 0.2], [0.0, -0.1, -0.1], [0.0, 0.0, 0.0], [0.0, 0.1, 0.0], [0.3, -0.2, 0.0], [-0.3, 0.3, 0.2], [-0.1, -0.3, -0.3], [0.1, -0.1, 0.1], [0.1, 0.0, 0.0], [-0.2, 0.0, 0.0], [0.1, 0.0, 0.0], [0.2, 0.0, 0.0], [0.0, 0.0, 0.0], [0.0, 0.0, 0.0], [0.0, 0.0, 0.0], [0.0, 0.0, 0.0], [0.0, 0.0, 0.0], [0.0, 0.0, 0.0], [0.0, 0.0, 0.0], [0.0, 0.0, 0.0], [0.0, 0.0, 0.0], [0.0, 0.0, 0.0], [0.0, 0.0, 0.0], [0.0, 0.0, 0.0], [0.0, 0.0, 0.0], [0.0, 0.0, 0.0], [0.0, 0.5, 0.7], [-0.1, -0.2, 0.3], [0.1, 0.1, 0.0], [-0.1, 0.0, -0.1], [0.0, 0.0, 0.0], [-0.1, 0.0, 0.1], [0.0, 0.1, -0.1], [0.0, 0.0, 0.2], [0.1, -0.2, -0.2], [0.1, 0.0, -0.6], [-0.2, -0.4, 0.6], [-0.1, -0.3, -0.1], [0.0, 0.0, 0.0], [0.0, 0.0, 0.0], [0.3, 0.0, 0.0], [-0.1, -0.1, 0.0], [0.1, 0.1, -0.1], [0.3, -0.7, -0.2], [-0.3, 0.5, -0.1], [0.1, 0.0, 0.5], [-0.1, 0.1, 0.2], [0.1, -0.2, -0.2], [-0.2, 0.3, -0.2], [-0.1, 0.0, 0.0], [-0.1, 0.0, 0.1], [-0.2, 0.0, 0.0], [0.0, 0.1, 0.1], [-0.2, -0.5, -0.2], [0.1, 0.0, 0.1], [0.3, 0.6, 0.2], [0.0, 0.0, 0.0], [0.0, 0.0, 0.0], [0.0, 0.0, 0.0], [0.1, 0.2, -0.1], [0.0, 0.0, 0.0], [0.0, 0.0, -0.1], [0.0, 0.0, 0.0]]}

{"formula": "C43H37BIN2O6", "method": "ωB97M-V with the def2-TZVPD basis set", "charge": -1, "orbital_gap_ev": 6.14, "e_tot_ha": -2544.4720, "e_homo_ev": -5.64, "species": ["C", "C", "N", "C", "B", "I", "C", "O", "C", "C", "C", "C", "C", "C", "C", "C", "C", "C", "O", "C", "N", "H", "H", "H", "H", "H", "H", "H", "H", "H", "H", "H", "H", "H", "H", "H", "H", "H", "H", "H", "H", "H", "C", "C", "C", "C", "C", "C", "C", "O", "C", "C", "C", "C", "C", "C", "C", "O", "H", "H", "H", "H", "H", "H", "H", "H", "C", "C", "C", "C", "C", "C", "C", "O", "C", "C", "C", "C", "C", "C", "C", "O", "H", "H", "H", "H", "H", "H", "H", "H"], "coordinates": [[-1.0707, 1.4828, 0.0560], [-0.5350, 1.5084, 1.4755], [-1.1002, 2.2348, 2.3611], [0.6764, 0.6979, 1.8921], [1.6254, 0.1092, 0.7267], [3.1058, -1.3263, 1.7842], [2.5289, 1.2170, -0.0274], [1.8836, 2.5147, -0.0300], [2.7269, 3.5827, 0.1157], [2.8754, 4.1184, 1.3861], [3.6909, 5.2160, 1.6195], [3.8339, 5.8084, 3.0049], [4.3606, 5.7687, 0.5360], [4.2115, 5.2243, -0.7330], [3.3905, 4.1311, -0.9873], [3.2153, 3.5240, -2.3785], [3.8172, 4.4393, -3.4605], [1.7007, 3.3410, -2.7027], [0.9305, -0.7582, -0.3206], [0.0787, -1.5996, 0.1110], [-0.8008, -2.2448, 0.5054], [-1.4299, 2.4845, -0.1869], [-1.9038, 0.7781, 0.0107], [-0.3256, 1.2091, -0.6852], [-1.8859, 2.7278, 1.9318], [1.2923, 1.3860, 2.4777], [0.3712, -0.0754, 2.6005], [2.6489, 0.8960, -1.0764], [3.5399, 1.2653, 0.3767], [2.3381, 3.6672, 2.2126], [4.8871, 5.8215, 3.2814], [3.4296, 6.8222, 3.0081], [3.2482, 5.2281, 3.7159], [4.9966, 6.6389, 0.6552], [4.7491, 5.7101, -1.5372], [3.7186, 2.5556, -2.3780], [3.4152, 4.1545, -4.4331], [4.9056, 4.4073, -3.4812], [3.4658, 5.4575, -3.2830], [1.1209, 3.9064, -1.9736], [1.3983, 2.3030, -2.5684], [1.4590, 3.7041, -3.7006], [-1.9943, 0.4485, -4.0504], [-1.7282, 1.7727, -3.7197], [-2.7414, 2.7159, -3.7561], [-4.0240, 2.3420, -4.1369], [-4.2868, 1.0148, -4.4899], [-3.2696, 0.0700, -4.4350], [-5.6413, 0.5962, -4.9409], [-5.8778, -0.5548, -5.2451], [-6.7076, 1.6371, -5.0190], [-7.9673, 1.2823, -5.4859], [-8.9725, 2.2317, -5.5536], [-8.7261, 3.5395, -5.1480], [-7.4715, 3.8991, -4.6863], [-6.4563, 2.9522, -4.6273], [-5.1027, 3.3668, -4.1553], [-4.8936, 4.5092, -3.8037], [-1.2027, -0.2879, -4.0085], [-0.7287, 2.0665, -3.4265], [-2.5419, 3.7452, -3.4915], [-3.4821, -0.9574, -4.6961], [-8.1519, 0.2628, -5.7955], [-9.9519, 1.9542, -5.9212], [-9.5150, 4.2790, -5.1954], [-7.2705, 4.9140, -4.3722], [-0.3183, -5.0070, 2.1868], [-1.2400, -5.2315, 3.2031], [-0.8709, -5.9341, 4.3382], [0.4237, -6.4231, 4.4617], [1.3478, -6.2124, 3.4321], [0.9723, -5.4983, 2.3011], [2.7287, -6.7581, 3.5218], [3.5389, -6.5847, 2.6366], [3.0935, -7.5471, 4.7371], [4.3606, -8.1105, 4.8225], [4.7217, -8.8349, 5.9456], [3.8201, -8.9941, 6.9933], [2.5549, -8.4387, 6.9108], [2.1844, -7.7203, 5.7802], [0.8055, -7.1551, 5.6968], [0.0240, -7.2995, 6.6163], [-0.6064, -4.4424, 1.3100], [-2.2481, -4.8499, 3.1086], [-1.5824, -6.1051, 5.1344], [1.6936, -5.3210, 1.5155], [5.0567, -7.9780, 4.0056], [5.7083, -9.2757, 6.0084], [4.1062, -9.5552, 7.8738], [1.8465, -8.5603, 7.7187]], "atomic_forces_ev_per_a": [[0.1, 0.1, 0.1], [0.0, 0.3, 0.2], [0.1, -0.1, -0.2], [0.1, 0.0, -0.5], [0.1, 0.4, 0.5], [0.2, -0.2, 0.1], [-0.1, -0.6, -0.7], [0.1, 0.0, 0.2], [0.0, -0.1, 0.0], [0.0, 0.1, 0.2], [0.0, 0.2, 0.1], [-0.3, -0.2, -0.5], [-0.1, -0.1, -0.1], [0.1, 0.3, 0.0], [0.1, -0.3, 0.0], [-0.5, 0.7, -0.1], [-0.3, -0.3, 0.2], [0.3, 0.0, 0.7], [0.0, -0.4, 0.1], [-0.4, 0.7, 0.1], [0.3, -0.3, -0.2], [-0.1, -0.1, 0.0], [0.0, -0.1, -0.1], [0.0, -0.1, 0.0], [0.0, 0.0, 0.1], [0.0, -0.1, 0.1], [-0.2, 0.0, -0.1], [0.1, 0.1, 0.0], [-0.1, 0.3, 0.2], [-0.1, -0.1, -0.1], [0.0, 0.1, 0.2], [0.2, 0.1, 0.1], [0.2, 0.0, 0.1], [0.0, 0.0, 0.1], [0.0, -0.1, -0.1], [0.0, 0.0, -0.1], [0.3, -0.1, -0.1], [0.0, 0.1, 0.0], [0.2, 0.1, 0.0], [-0.2, 0.1, -0.2], [0.0, 0.0, -0.2], [0.0, -0.2, -0.1], [0.0, 0.0, 0.0], [0.0, 0.0, 0.0], [0.1, 0.0, 0.0], [-0.1, -0.1, 0.0], [0.0, 0.1, 0.0], [0.1, 0.0, 0.0], [0.0, -0.2, 0.0], [0.0, 0.0, 0.0], [0.0, 0.1, 0.0], [-0.1, 0.0, 0.0], [0.0, 0.0, 0.0], [0.0, 0.0, 0.0], [-0.1, 0.1, 0.0], [0.0, -0.1, 0.0], [0.1, 0.2, 0.1], [0.0, 0.0, 0.0], [0.0, 0.0, 0.0], [0.0, 0.0, 0.0], [-0.1, 0.0, 0.0], [-0.1, 0.0, 0.0], [0.1, 0.0, 0.0], [0.0, 0.0, 0.0], [0.0, 0.0, 0.0], [0.1, 0.0, 0.0], [0.0, -0.1, -0.1], [0.1, 0.0, 0.0], [-0.1, 0.1, 0.0], [0.1, -0.1, 0.0], [0.0, 0.0, 0.1], [0.0, 0.0, 0.0], [0.0, 0.1, -0.2], [0.0, -0.1, 0.0], [-0.1, 0.0, 0.1], [0.1, -0.1, 0.1], [0.0, 0.0, 0.0], [0.0, 0.0, 0.0], [0.1, -0.1, 0.1], [0.0, 0.0, -0.1], [-0.2, 0.1, 0.1], [0.0, 0.0, 0.0], [0.0, 0.1, 0.1], [0.0, 0.0, 0.0], [0.1, 0.0, 0.1], [0.1, 0.0, 0.1], [-0.1, 0.1, 0.0], [0.0, 0.0, 0.0], [0.0, 0.0, 0.0], [-0.1, 0.0, -0.1]]}

Among the records above, which one has the lowest charge?
C43H36N9O6RbS5